Molecular formula: C19H18N4O4S3
Method: DFT, ωB97M-V/def2-TZVPD

The geometry in XYZ format:
```
48
Properties=species:S:1:pos:R:3:lowdin_charge:R:1
H -3.6800 -3.0387 -4.2714 0.117
C 5.0817 0.9572 2.9139 -0.048
H 2.9456 0.4704 1.5456 0.144
C 2.9234 -0.2050 2.3738 -0.077
C 1.7334 -0.0270 3.3962 -0.205
O 4.5377 -1.0704 4.1706 -0.049
C -3.3935 -2.1331 -3.8065 -0.052
H -3.6626 1.8748 -3.2726 0.114
H -1.9061 -2.9158 -1.2075 0.079
H 0.5337 1.4287 4.4544 0.133
H -3.3433 -0.8956 -5.6501 0.154
C -2.8131 -0.5540 -2.3798 0.040
C -1.1423 -1.5881 1.7500 -0.652
N 1.0704 -1.1275 2.7579 0.089
C 0.8257 1.1807 3.3901 -0.127
H -0.3752 1.7487 -5.0816 0.088
C -0.3168 2.0662 -4.0355 -0.294
C 2.1434 -1.4083 1.9943 -0.400
O -1.8237 -1.2682 0.6996 -0.099
C -2.8037 1.4787 -3.6695 -0.077
S 1.1246 2.4104 -3.0673 1.023
N -2.9388 0.0658 -3.5614 -0.023
H 1.3880 2.0086 3.0090 0.089
H -3.0650 1.8405 -4.6444 0.134
H 4.7360 1.4585 3.7776 0.073
S 0.5343 2.7530 -0.0525 1.054
C -0.2988 0.7082 2.4433 -0.374
C 4.4217 -0.4092 2.8616 -0.336
H 6.1670 0.7784 2.9606 0.089
H 1.9613 -0.1663 4.4591 0.151
C -2.9513 -2.9749 -1.3849 0.040
C -0.1431 -0.6758 2.2044 -0.103
H 4.9326 -0.9858 2.0590 0.149
C 0.1168 2.6602 -1.6990 -0.837
H -3.6014 -2.9325 -0.5216 0.098
O 2.1636 -1.8799 0.8697 0.113
H 4.1178 -1.9567 4.1515 0.104
N -3.0815 -1.9114 -2.4768 -0.022
O -1.1402 -2.7597 2.1900 -0.002
H -2.4424 -0.0453 -1.4820 0.146
H -3.0731 -3.9796 -1.8042 0.092
S -1.6019 1.8155 1.8202 0.971
C -1.4402 1.9813 -3.2336 -0.244
C -1.1175 2.3302 -1.9585 -0.433
C -1.0630 2.2422 0.2538 -0.969
N -1.8365 2.0850 -0.7713 0.066
C -3.3322 -0.9563 -4.5016 0.004
H 4.9282 1.5219 2.0273 0.068
```

The calculation puts the HOMO-LUMO gap at 7.45 eV. As for the total energy: -2449.1886 hartree. The relative energy (zero: lowest compared OMol25 entry of this formula, charge and spin) comes out at 67.3 kcal per mole.

=====

Molecular formula: C24H64O24S8
Method: DFT, ωB97M-V/def2-TZVPD

The geometry in XYZ format:
```
120
Properties=species:S:1:pos:R:3:mulliken_spin:R:1
H 23.0881 -13.8449 -15.1264 0.000
H 19.2112 -16.6336 -10.1934 0.000
O 14.5580 -19.1058 -4.4349 0.000
H 21.3534 -16.9093 -11.6832 0.000
O 18.8031 -15.5594 -15.6167 0.000
C 17.8603 -17.7417 -15.0059 0.000
H 26.2306 -18.2181 -15.2687 0.000
C 11.7292 -17.2474 -10.2696 0.125
H 8.6029 -19.8663 -9.6669 0.007
C 19.5934 -10.8123 -15.3728 0.000
H 20.9355 -19.1696 -16.3064 0.000
S 9.1023 -17.6471 -10.5062 -0.010
O 18.7221 -16.5927 -6.0899 0.000
H 15.8055 -14.4678 -9.1947 0.000
H 20.6077 -18.3387 -12.3109 0.000
H 18.7765 -16.3890 -11.9513 0.000
O 22.5734 -15.3541 -4.9786 0.000
H 21.0070 -18.1004 -10.5784 0.000
H 24.5927 -18.0256 -14.7128 0.000
H 19.2008 -12.3818 -13.8595 0.000
S 22.9792 -16.6273 -5.6683 0.000
O 23.3969 -19.7536 -16.3218 0.000
H 19.7642 -14.2866 -4.9455 0.000
C 9.1255 -19.5135 -10.5561 0.041
O 20.9724 -14.3616 -12.8705 0.000
O 16.5959 -15.3614 -6.4922 0.000
H 17.9195 -17.1287 -8.3083 0.000
C 25.3805 -18.7644 -14.8602 0.000
H 18.3066 -13.2081 -5.0928 0.000
C 17.1701 -17.8660 -8.5961 0.000
C 21.2827 -19.0127 -15.2852 0.000
H 10.1518 -19.8801 -10.5339 -0.001
C 20.4796 -14.9121 -17.5430 0.000
O 12.4173 -19.8892 -5.7363 0.001
H 9.9982 -20.9757 -5.9720 0.000
H 11.6027 -16.2822 -9.7793 0.160
H 17.5413 -15.7937 -14.0254 0.000
H 23.0037 -19.8186 -14.3351 0.000
H 8.6417 -19.7666 -11.4995 0.003
C 15.7903 -14.2683 -7.0665 0.000
H 11.6866 -17.8606 -9.3694 0.058
H 17.3012 -18.1426 -14.1605 0.000
H 21.4949 -15.0885 -7.0526 0.000
H 17.5980 -18.8682 -8.6212 0.000
C 13.1219 -17.2023 -11.0306 0.016
H 17.4767 -18.2518 -15.8895 0.000
C 21.9096 -15.7516 -7.8118 0.000
O 22.2098 -17.8552 -5.4964 0.000
H 20.6905 -19.4491 -14.4808 0.000
C 23.3759 -13.6789 -14.0882 0.000
O 17.8677 -14.4831 -17.6977 0.000
H 14.9360 -15.7373 -8.3170 0.000
S 16.6812 -17.7499 -10.3781 0.002
H 21.1503 -15.2117 -9.7263 0.000
C 11.3559 -19.5529 -6.6783 0.000
S 18.2671 -15.2701 -6.4165 0.000
H 24.8493 -16.5099 -4.2794 0.000
H 9.1118 -19.9174 -6.7312 0.000
H 14.2935 -20.9761 -7.3774 0.000
H 11.3785 -20.0401 -7.6531 0.001
H 18.8424 -18.1862 -14.8447 0.000
H 21.1550 -16.5347 -7.8853 0.000
H 24.0974 -12.8651 -14.0164 0.000
H 22.7203 -15.8079 -9.8811 0.000
O 23.1206 -16.2347 -7.2429 0.000
H 25.7860 -19.1590 -13.9285 0.000
C 19.1194 -17.0817 -11.1828 0.000
H 16.2853 -17.8753 -7.9596 0.000
O 18.5704 -14.6277 -7.6697 0.000
H 15.0332 -13.8916 -6.3788 0.000
H 9.9009 -19.3524 -5.1044 0.000
H 25.1450 -17.8133 -5.6945 0.000
H 20.6115 -14.6355 -18.5891 0.000
O 8.9797 -17.1694 -9.1170 0.018
O 16.3599 -16.3362 -10.6279 0.001
H 13.9106 -17.1153 -10.2833 0.000
H 15.7698 -20.4505 -6.8304 0.000
O 10.6189 -17.4235 -11.1219 0.499
H 21.1473 -15.7117 -17.2224 0.000
C 9.9631 -19.8891 -6.0510 0.001
O 22.2293 -12.3736 -12.0461 0.000
O 25.7541 -19.8705 -17.3167 0.000
O 18.7145 -16.8558 -17.8014 0.000
C 20.5777 -17.6450 -11.4707 0.000
H 20.4731 -10.2225 -15.6305 0.000
O 14.1392 -18.1195 -6.7475 0.000
O 8.2009 -17.1607 -11.5296 0.013
H 13.0258 -16.4298 -11.7935 0.026
S 18.7916 -15.5128 -17.2848 0.000
C 15.1220 -14.6646 -8.3688 0.000
H 19.9424 -10.9137 -13.3751 0.000
C 14.7880 -20.7193 -6.4406 0.000
H 16.7611 -15.9067 -15.4765 0.000
H 14.2269 -14.0726 -8.5600 0.000
O 18.1196 -18.0976 -11.1034 0.000
H 22.1792 -14.0991 -9.3279 0.000
O 25.0257 -21.5126 -15.4401 0.000
C 24.7949 -16.8546 -5.3120 0.000
H 19.3645 -11.5464 -16.1453 0.000
C 19.8906 -11.6136 -14.2091 0.000
S 13.9945 -19.2355 -5.8171 -0.001
C 22.4296 -19.9561 -15.2514 0.000
H 18.1088 -14.6565 -4.1090 0.000
H 25.1633 -16.0560 -5.9561 0.000
H 13.4165 -18.0616 -11.6330 0.034
S 21.8271 -13.1651 -13.1666 0.000
C 18.6763 -14.2207 -4.9313 0.000
H 18.7136 -10.2833 -15.0063 0.000
H 21.4944 -17.9533 -15.1403 0.000
H 22.2450 -21.0230 -15.1263 0.000
H 20.5027 -14.0939 -16.8233 0.000
H 11.4349 -18.4686 -6.7560 0.000
O 15.6965 -18.7441 -10.7638 0.004
H 16.3801 -13.3541 -7.1341 0.000
H 14.8496 -21.4889 -5.6712 0.000
C 17.7026 -16.2110 -15.0193 0.000
C 22.1169 -15.1823 -9.2234 0.000
H 23.7957 -14.5762 -13.6335 0.000
O 21.2175 -12.1484 -14.4573 0.000
S 25.0145 -20.1818 -16.0410 0.000
```

As for the charge: +1. The calculation puts the HOMO-LUMO gap (alpha / beta) at 9.28 / 2.03 eV. As for the total energy: -5943.3800 hartree. The relative energy (zero: lowest compared OMol25 entry of this formula, charge and spin) comes out at 12.1 kcal per mole. The spin multiplicity is 2. Its expectation value of S² is 0.75.

=====

Molecular formula: C66H52CuP4Se2Si
Method: DFT, ωB97M-V/def2-TZVPD

The geometry in XYZ format:
```
126
Properties=species:S:1:pos:R:3:mulliken_spin:R:1
H 6.3440 -1.5614 -5.3225 0.000
C -1.5715 -3.4194 -4.7316 -0.001
C -4.9368 1.0869 -3.3806 0.011
C 0.5502 -2.9550 2.0566 0.081
C 0.8279 2.1620 4.9326 -0.001
C -4.8767 2.3094 -2.7202 -0.006
C 2.2309 3.8237 1.7330 0.006
H -1.0236 3.3457 -4.9704 0.000
C 4.8253 -4.1986 1.5263 0.000
H 2.6266 -3.1849 -3.9207 0.001
H -5.4813 3.1389 -3.0649 0.001
P 0.6098 2.9100 -0.3994 0.089
C 0.0313 1.5209 3.9959 0.009
C -0.5946 -2.6915 -5.3926 0.002
Si -2.1277 1.4955 0.3454 0.109
H -0.2017 -3.0456 -6.3374 0.000
H -3.9875 3.4365 -1.1357 0.001
C 4.6352 3.7185 1.7006 0.009
H -3.7542 3.5858 1.7559 0.001
C 0.5891 4.7301 -4.6420 0.006
C -0.4924 5.3135 0.6552 -0.013
H 0.5696 3.1602 5.2625 0.000
C -0.1150 -1.5109 -4.8377 -0.001
C 3.7521 -1.6486 1.3016 -0.002
H -5.5871 0.9623 -4.2369 0.001
C -4.4355 1.0380 2.0485 -0.005
H 2.2993 5.0673 -1.7388 0.002
C -1.4876 6.0471 1.2747 0.002
C 2.2721 0.2467 5.0114 -0.004
H -1.9430 -4.3428 -5.1570 0.000
H -5.0468 -1.2957 -0.6332 0.002
C -3.2396 1.4157 -1.1746 0.246
H -2.2601 -5.0809 3.5997 0.000
C -1.4584 -4.4835 3.1838 -0.001
C -1.8421 3.3068 0.7951 0.162
C -3.3514 -4.6220 0.3486 -0.003
P 2.5031 -2.2088 -1.1810 0.003
H 3.4782 4.3491 3.3931 0.000
C -1.5887 -1.7972 -2.9528 0.015
H 1.6108 -4.7885 1.7841 0.000
P -2.1551 -1.1379 -1.3500 0.025
H 2.5702 2.0219 6.1786 0.001
C -1.6226 -3.1107 3.0683 0.002
C 5.0536 -3.2597 2.5270 0.000
C 2.1735 3.3638 0.4195 0.029
C 0.3426 0.2303 3.5653 -0.026
H -2.5559 -2.6647 3.3844 0.001
C -2.6635 5.4161 1.6725 0.001
C -0.2450 3.2094 -2.9813 0.029
P -0.7006 -0.5162 2.2650 0.155
H 3.8603 -4.6030 -0.3465 0.000
H -6.3554 -3.0641 0.4693 0.000
Cu -0.4643 -0.3881 -0.0152 0.314
C -2.8365 4.0636 1.4325 0.023
C 1.4771 -0.3969 4.0730 0.004
H 4.2853 -2.8625 -5.7433 0.000
H 0.5585 5.1326 -5.6462 0.001
H -0.2033 -0.1644 -3.1797 0.010
H 1.3183 -2.3740 1.5585 -0.036
C 0.7150 -4.3255 2.1775 -0.003
H -1.5372 -3.7572 -0.4100 -0.025
Se 1.1290 -3.7805 -1.5634 0.000
C 4.5891 3.2518 0.3922 -0.004
H -2.3992 -0.8806 4.7090 0.001
C -3.0912 0.7426 1.7923 0.156
H 0.6606 -0.9463 -5.3394 0.000
C -5.0358 0.6476 3.2338 0.002
C -0.6574 3.9460 0.4249 -0.182
H -2.8691 -5.5482 0.6334 0.000
H 5.2430 -5.1938 1.6101 0.000
H -0.1712 -6.1656 2.8360 0.001
C 1.9494 1.5244 5.4446 0.006
C -2.9733 -0.3483 3.9595 0.003
H 2.2186 5.9790 -4.0214 0.000
H 6.7524 -0.5879 -3.0846 0.000
H 5.5878 3.8577 2.1953 0.001
H -5.0173 1.5809 1.3106 0.006
H -4.1556 -0.9058 -3.4964 0.000
H 3.1455 -0.2569 5.4055 0.000
H 5.5053 3.0169 -0.1344 0.000
C 0.6802 3.6889 -2.0528 0.005
C 1.5670 4.6871 -2.4413 0.004
H 5.6466 -3.5252 3.3933 0.000
C -4.7028 -4.4271 0.6044 0.006
C -5.3058 -3.2260 0.2596 -0.003
C 5.8472 -1.1504 -3.2749 0.000
H 3.3292 -0.6550 1.2103 -0.001
H -1.3505 7.1061 1.4531 0.000
H 5.0939 -0.8947 -1.2849 -0.001
H 1.7424 -1.3947 3.7506 0.005
H -0.8428 2.0297 3.6040 -0.005
C -2.6034 -3.6197 -0.2477 0.032
H 0.4257 5.8023 0.3494 0.000
C -3.2917 0.1988 -1.8658 -0.144
C 4.9174 -1.3275 -2.2633 -0.001
C 3.5303 -2.6112 -3.7530 0.000
H -3.4413 5.9824 2.1693 0.000
C 3.5173 -2.5847 0.3003 -0.002
H -2.8253 -3.5535 -3.0009 0.001
C 3.3702 3.0667 -0.2392 0.007
H 4.6946 -1.2492 3.1859 0.000
C 4.4617 -2.4273 -4.7677 0.000
C 5.6173 -1.6983 -4.5318 0.000
Se 1.7366 -0.1718 -0.9371 0.000
C -2.3837 -0.0027 2.7421 -0.174
H 3.3454 2.6704 -1.2477 0.001
H 1.3179 4.0331 2.2766 0.002
C 3.7540 -2.0576 -2.4995 -0.001
C -0.6065 -2.3270 2.5254 0.022
C 4.0606 -3.8648 0.4214 0.001
C -4.0362 2.4724 -1.6293 0.006
C -3.2149 -2.4244 -0.6307 0.010
C -2.0692 -2.9731 -3.5141 0.006
C -4.1412 0.0352 -2.9585 -0.004
C 4.5178 -1.9874 2.4133 0.000
C 3.4534 3.9971 2.3695 -0.006
C -4.5668 -2.2283 -0.3634 0.008
H -6.0780 0.8795 3.4154 0.001
C -4.2966 -0.0253 4.2031 -0.001
H -5.2836 -5.2075 1.0796 0.000
C -0.2883 -5.0927 2.7515 0.007
H -4.7591 -0.3067 5.1404 0.000
C 1.5217 5.2032 -3.7306 -0.003
H -0.9301 2.4156 -2.6991 0.012
C -0.2990 3.7303 -4.2639 -0.006
C -0.6097 -1.0659 -3.6234 -0.002
```

The calculation puts the HOMO-LUMO gap (alpha / beta) at 6.70 / 6.23 eV. As for the total energy: -10644.6427 hartree. The spin multiplicity is 2. Its expectation value of S² is 0.76.

=====

Molecular formula: C27H44GeIrN2O2
Method: DFT, ωB97M-V/def2-TZVPD

The geometry in XYZ format:
```
77
Properties=species:S:1:pos:R:3:lowdin_charge:R:1
H -2.1357 4.6379 1.8083 0.117
O -0.8183 0.6995 2.2516 -0.011
H -4.5706 4.1372 -4.3851 0.074
H -3.0121 3.5389 -2.4385 0.100
H -1.8724 2.9128 -5.1956 0.114
H -1.7798 7.0796 1.3336 0.077
H -0.4821 4.2098 1.4770 0.116
H 1.1459 -0.9754 3.7468 0.097
C -1.1594 -4.0635 -1.1428 -0.069
C -2.4988 3.5057 -4.5235 -0.270
H -2.3532 5.5138 -0.5558 0.111
C -2.8378 -3.2997 0.3615 -0.061
C -5.5282 -1.5750 0.3547 0.008
H -4.7894 0.2907 0.7165 0.180
H -3.8799 -1.0637 -1.7139 0.116
C -1.4610 4.3313 1.0034 -0.278
H -0.2909 2.4255 -3.3183 0.048
C -1.2444 -1.6952 -0.5451 -0.275
H -0.6492 5.1947 -0.7981 0.086
H -3.4650 0.5797 -1.2237 0.065
H -5.6666 -1.8296 1.4020 0.110
Ge -0.8004 2.0456 -0.8592 0.918
H 3.0724 -2.3677 -0.3606 0.075
H 5.0348 2.6094 -2.7796 0.114
C -2.3792 2.9472 -3.1087 -0.306
H -2.8865 3.1180 -0.0819 0.061
H -3.4618 -1.2349 1.9442 0.144
H -2.0750 2.2786 1.2755 0.028
C -1.0416 6.7917 0.5830 -0.105
H -0.6184 -1.1612 3.7369 0.086
H -0.0684 6.7532 1.0757 0.078
C -2.3850 -1.9838 0.2250 -0.270
C 5.8057 0.9090 -1.7270 -0.052
H 1.8230 2.7969 -1.5738 0.055
C -1.9386 2.9836 0.4580 -0.328
H -0.5780 0.0234 -2.0869 -0.020
H 6.8371 1.1489 -1.9498 0.111
C 4.1891 -0.5598 -0.7015 -0.205
C 3.1663 0.2975 -1.1731 -0.288
H -5.2233 -2.4530 -0.2075 0.098
C 3.4615 1.4551 -1.9161 -0.204
C -0.9323 2.9454 -2.6068 -0.353
H 0.4327 -2.5626 3.3592 0.094
C -3.9369 3.5157 -5.0213 -0.110
H 6.3004 -0.8631 -0.6222 0.115
H 1.6560 1.8003 -3.0158 0.062
C -0.2895 -0.0524 1.4704 -0.613
C 4.7922 1.7315 -2.1935 -0.040
H 3.5008 -1.5051 1.0988 0.085
C -4.2336 -0.1816 -1.1870 0.016
H -1.0045 7.5803 -0.1680 0.074
H 0.1810 -2.5887 -1.8840 0.085
C -3.1516 -0.9214 0.9472 -0.075
H -0.6747 -4.8582 -1.6956 0.111
H 2.7894 3.1644 -3.0069 0.089
H 4.7487 -2.4011 0.2218 0.081
H -0.5707 3.9718 -2.5240 0.062
C 2.3754 2.3531 -2.4111 -0.064
O 0.2972 -1.2020 1.8596 -0.145
H -2.0890 4.5195 -4.5407 0.115
H -2.5972 -5.3557 -0.2012 0.109
H -2.7840 1.9292 -3.1065 0.092
H -6.4487 -1.1700 -0.0588 0.108
N -4.4592 -0.5462 0.2370 -0.164
Ir 0.1180 -0.0464 -0.6416 1.115
C -2.2361 -4.3429 -0.3173 -0.072
C 5.5039 -0.2234 -0.9812 -0.036
H -3.6674 -3.5134 1.0280 0.110
C -1.3922 5.4448 -0.0340 -0.286
H -4.3574 2.5069 -5.0298 0.071
C 0.3094 -1.4875 3.2739 -0.033
H -5.1679 0.1780 -1.6117 0.112
H -4.0033 3.9063 -6.0362 0.074
C 3.8631 -1.7793 0.1053 -0.040
H -2.5937 0.0075 1.0177 0.079
C -0.6802 -2.7656 -1.2504 -0.128
N 1.8842 -0.0930 -0.8947 -0.146
```

As for the charge: +1. The calculation puts the HOMO-LUMO gap (alpha / beta) at 7.15 / 7.15 eV. As for the total energy: -3496.1372 hartree. The relative energy (zero: lowest compared OMol25 entry of this formula, charge and spin) comes out at 8.6 kcal per mole.